Entry 1:
{
  "formula": "BrH3O3P",
  "method": "ωB97M-V/def2-TZVPD",
  "total_charge": 1,
  "orbital_gap_ev": 8.84,
  "energy_ev": -85516.054,
  "largest_force_ev_per_a": 3.73,
  "homo_ev": -15.481,
  "symbols": ["O", "O", "O", "P", "Br", "H", "H", "H"],
  "positions_angstrom": [[-0.558, -0.578, -1.384], [-0.621, -0.721, 1.158], [-0.474, 1.473, -0.151], [-0.016, 0.018, -0.052], [2.644, -0.112, -0.132], [-0.101, -1.108, -2.084], [-0.217, -1.074, 2.077], [-0.658, 2.102, 0.569]],
  "forces_ev_per_a": [[0.45, -0.16, 0.28], [1.09, -0.94, 2.48], [-0.13, 0.48, 0.11], [3.16, -0.96, -1.00], [-3.72, 0.15, 0.23], [-0.13, 0.54, 1.07], [-0.91, 1.26, -3.17], [0.19, -0.37, 0.00]],
  "nbo_charge": [-0.97, -1.01, -0.96, 2.30, -0.14, 0.59, 0.62, 0.58]
}

=====

Entry 2:
{
  "formula": "BrH3O3Si",
  "method": "ωB97M-V/def2-TZVPD",
  "orbital_gap_ev": [8.55, 8.55],
  "energy_ev": -84112.562,
  "largest_force_ev_per_a": 3.52,
  "homo_ev": [-9.238, -9.237],
  "symbols": ["O", "O", "O", "Si", "Br", "H", "H", "H"],
  "positions_angstrom": [[-0.687, -1.817, 0.926], [1.396, 1.208, 0.185], [-0.316, -0.044, -1.497], [-0.112, 0.609, -0.008], [-1.584, 1.935, 0.948], [0.063, -2.020, 1.468], [2.163, 0.980, -0.287], [-0.924, -0.852, -1.736]],
  "forces_ev_per_a": [[-0.02, 3.19, -1.49], [-2.77, 0.39, 1.19], [-1.45, -1.07, -0.13], [-0.20, -3.42, 0.02], [0.62, -0.54, -0.44], [0.74, -0.17, 0.56], [1.30, -0.75, -1.07], [1.77, 2.38, 1.36]],
  "nbo_charge": [-1.07, -1.10, -1.14, 2.04, -0.25, 0.43, 0.53, 0.57]
}

=====

Entry 3:
{
  "formula": "BrH4N2OP",
  "method": "ωB97M-V/def2-TZVPD",
  "orbital_gap_ev": 10.00,
  "smiles": "[H]/N=P(\\Br)=N/[H].O",
  "energy_ev": -84423.202,
  "largest_force_ev_per_a": 4.99,
  "homo_ev": -10.187,
  "symbols": ["H", "N", "P", "Br", "N", "H", "O", "H", "H"],
  "positions_angstrom": [[1.081, 0.089, 0.313], [1.141, -0.790, -0.017], [2.604, -1.078, -0.473], [3.965, 0.490, 0.172], [3.360, -2.246, -1.125], [2.912, -3.027, -1.641], [-0.265, 2.042, 0.862], [0.681, 2.155, 0.788], [-0.620, 2.466, 1.670]],
  "forces_ev_per_a": [[-0.79, 3.79, 1.62], [1.76, -4.14, -2.16], [-0.94, -0.85, 0.13], [0.20, -0.16, -0.16], [-0.51, 0.28, -0.19], [0.18, 0.96, 0.75], [-0.89, -0.06, 0.25], [0.14, 0.49, 0.46], [0.84, -0.31, -0.71]],
  "nbo_charge": [0.37, -1.14, 1.75, -0.18, -1.23, 0.43, -0.95, 0.47, 0.48]
}

=====

Entry 4:
{
  "formula": "BrH4N2OP",
  "method": "ωB97M-V/def2-TZVPD",
  "orbital_gap_ev": 9.66,
  "energy_ev": -84424.184,
  "largest_force_ev_per_a": 2.62,
  "homo_ev": -10.272,
  "symbols": ["N", "N", "O", "P", "Br", "H", "H", "H", "H"],
  "positions_angstrom": [[1.550, 1.545, -0.728], [-1.045, 1.240, 1.391], [3.467, 1.269, 1.056], [2.614, 0.755, 0.038], [3.223, -1.323, -0.434], [1.172, 1.054, -1.565], [-0.736, 2.054, 0.854], [-1.114, 1.463, 2.434], [-2.076, 1.186, 1.122]],
  "forces_ev_per_a": [[-0.16, -1.16, -1.17], [-2.40, 0.23, 1.04], [1.24, 0.61, 1.87], [-0.79, -0.56, -1.62], [-0.51, 0.69, -0.04], [0.17, 0.46, 0.94], [0.25, -0.08, 0.62], [0.47, -0.02, -2.03], [1.73, -0.18, 0.39]],
  "nbo_charge": [-1.18, -1.08, -1.00, 1.96, -0.19, 0.40, 0.37, 0.36, 0.35]
}

=====

Entry 5:
{
  "formula": "BrH4NSi",
  "method": "ωB97M-V/def2-TZVPD",
  "orbital_gap_ev": 9.68,
  "smiles": "N[SiH2]Br",
  "energy_ev": -79475.744,
  "largest_force_ev_per_a": 3.72,
  "homo_ev": -9.734,
  "symbols": ["N", "Si", "Br", "H", "H", "H", "H"],
  "positions_angstrom": [[-0.703, -0.815, -0.166], [0.070, 0.724, 0.091], [2.412, -0.316, -0.242], [-0.143, -1.588, 0.125], [-1.599, -0.942, -0.572], [-0.276, 1.006, 1.462], [0.239, 1.929, -0.697]],
  "forces_ev_per_a": [[0.34, 2.30, -0.38], [2.09, -3.08, 0.20], [-1.84, 1.18, 0.58], [-0.08, -0.59, -0.22], [-0.40, -0.53, -0.17], [0.38, 0.66, 0.60], [-0.48, 0.05, -0.61]],
  "nbo_charge": [-1.32, 1.34, -0.48, 0.42, 0.40, -0.20, -0.17]
}

=====

Entry 6:
{
  "formula": "BrH54O27",
  "method": "ωB97M-V/def2-TZVPD",
  "total_charge": -1,
  "orbital_gap_ev": 9.39,
  "energy_ev": -126209.177,
  "largest_force_ev_per_a": 1.73,
  "homo_ev": -7.936,
  "symbols": ["Br", "O", "H", "H", "O", "H", "H", "O", "H", "H", "O", "H", "H", "O", "H", "H", "O", "H", "H", "O", "H", "H", "O", "H", "H", "O", "H", "H", "O", "H", "H", "O", "H", "H", "O", "H", "H", "O", "H", "H", "O", "H", "H", "O", "H", "H", "O", "H", "H", "O", "H", "H", "O", "H", "H", "O", "H", "H", "O", "H", "H", "O", "H", "H", "O", "H", "H", "O", "H", "H", "O", "H", "H", "O", "H", "H", "O", "H", "H", "O", "H", "H"],
  "positions_angstrom": [[0.389, 0.097, 0.000], [-3.654, 0.940, 3.300], [-3.515, 1.610, 3.969], [-2.778, 0.754, 2.961], [1.170, -0.180, 5.148], [1.741, 0.029, 4.409], [0.942, -1.101, 5.022], [0.549, 4.959, 1.422], [0.574, 5.913, 1.498], [1.281, 4.745, 0.844], [-2.298, 1.783, -4.234], [-3.214, 1.513, -4.305], [-2.243, 2.222, -3.385], [-4.251, -1.526, -2.814], [-3.417, -1.648, -2.361], [-4.123, -0.740, -3.344], [-0.997, -1.810, 2.240], [-0.242, -1.912, 2.819], [-0.660, -1.321, 1.490], [-2.794, 1.207, 0.540], [-2.338, 2.036, 0.685], [-2.116, 0.612, 0.219], [-0.962, 1.148, 3.025], [-0.626, 1.151, 2.129], [-0.232, 0.827, 3.554], [1.767, -3.004, -0.144], [1.527, -2.086, -0.023], [2.150, -3.039, -1.020], [5.405, -0.242, -0.419], [5.046, -1.119, -0.289], [5.801, -0.017, 0.423], [-1.636, -1.923, -1.718], [-1.741, -2.551, -1.003], [-0.950, -1.327, -1.415], [-0.893, -3.744, -3.527], [-0.997, -4.570, -3.054], [-1.331, -3.095, -2.976], [4.161, -2.326, 0.845], [3.263, -2.640, 0.738], [4.361, -2.480, 1.768], [-4.476, -1.144, 0.962], [-3.883, -0.400, 1.072], [-5.121, -1.042, 1.662], [1.741, 4.083, 3.647], [2.071, 3.204, 3.460], [1.332, 4.365, 2.829], [2.316, 2.579, -4.099], [1.793, 3.253, -3.664], [1.958, 1.753, -3.775], [-2.127, 3.402, -1.786], [-2.445, 3.686, -0.928], [-1.210, 3.676, -1.804], [-3.401, -2.065, 3.743], [-3.784, -1.189, 3.701], [-2.533, -1.966, 3.352], [0.971, -5.688, 0.935], [1.199, -4.783, 0.725], [0.151, -5.622, 1.424], [3.059, -2.510, -2.844], [2.945, -3.400, -3.177], [2.979, -1.952, -3.618], [2.295, 0.427, 2.799], [3.153, 0.840, 2.704], [1.914, 0.461, 1.922], [0.462, 0.661, -3.358], [0.608, 0.775, -2.419], [-0.355, 1.128, -3.533], [0.723, -1.520, -5.070], [0.724, -0.860, -4.376], [0.256, -2.265, -4.692], [2.387, 4.079, -0.356], [1.629, 4.165, -0.934], [2.949, 3.437, -0.791], [3.496, 1.343, -1.038], [2.665, 1.024, -0.687], [4.143, 0.702, -0.742], [-1.758, 3.512, 0.992], [-2.103, 3.929, 1.781], [-0.859, 3.836, 0.923], [-2.404, -3.823, 0.420], [-3.184, -3.294, 0.251], [-2.395, -3.939, 1.370]],
  "forces_ev_per_a": [[0.37, 0.31, -0.04], [-1.17, -0.18, 0.29], [0.12, 0.02, 0.16], [0.70, 0.11, -0.19], [-0.47, 0.00, 0.62], [0.28, 0.13, -0.52], [-0.08, -0.22, 0.11], [-0.66, 0.33, -0.05], [-0.15, 0.33, 0.10], [0.95, -0.42, -0.38], [0.41, -0.17, -0.35], [-0.14, -0.10, -0.03], [-0.30, 0.42, 0.61], [-0.67, -0.12, -0.28], [0.52, 0.09, 0.25], [0.08, 0.09, -0.06], [-0.23, -0.70, 0.60], [0.23, 0.04, 0.12], [0.10, 0.34, -0.48], [-0.70, -1.08, -0.19], [0.20, 0.36, 0.18], [0.24, -0.17, -0.33], [-0.08, 0.38, 0.17], [0.07, -0.02, -0.49], [0.24, -0.19, 0.51], [0.04, -0.68, 0.67], [-0.52, 0.65, -0.11], [0.16, 0.15, -0.70], [0.78, 0.34, -0.26], [-0.33, -0.71, 0.27], [0.12, 0.02, 0.18], [-0.56, 0.08, -0.36], [0.04, -0.49, 0.73], [0.41, 0.42, 0.06], [0.39, -0.60, -0.81], [0.05, -0.21, 0.04], [-0.13, 0.64, 0.40], [0.91, 0.22, 0.40], [-0.83, -0.41, -0.49], [0.20, 0.00, 0.20], [-0.16, -0.62, -0.35], [0.17, 0.65, -0.04], [-0.04, -0.03, 0.18], [0.49, -0.07, 0.74], [-0.01, -0.28, 0.08], [-0.33, 0.09, -0.27], [0.59, 0.67, -0.26], [-0.10, 0.10, -0.02], [-0.33, -0.44, 0.01], [0.09, -0.01, -0.81], [-0.13, -0.15, 0.52], [0.17, 0.09, 0.01], [-0.35, -0.66, 0.58], [-0.03, 0.47, -0.01], [0.30, 0.19, -0.43], [0.13, -0.48, 0.18], [0.07, 0.55, -0.30], [-0.23, 0.00, 0.02], [0.21, -0.18, 0.59], [-0.08, -0.22, -0.24], [-0.29, 0.28, -0.29], [0.46, 0.16, 0.35], [0.31, 0.06, -0.03], [-0.51, -0.12, -0.71], [0.36, 0.02, 0.02], [0.04, -0.29, 0.69], [-0.63, -0.01, -0.50], [0.47, -0.28, -0.51], [-0.17, 0.46, 0.30], [-0.26, -0.45, 0.17], [-0.45, 0.67, 0.19], [-0.06, -0.07, -0.42], [0.58, -0.86, -0.08], [-1.02, 1.36, -0.32], [-0.48, -0.15, 0.07], [0.89, -0.48, 0.06], [-0.42, 0.49, -0.21], [-0.10, -0.03, 0.33], [0.56, 0.29, 0.22], [0.25, -0.33, -0.61], [-0.59, 0.33, 0.23], [0.06, 0.29, 0.28]],
  "lowdin_charge": [0.42, -0.06, 0.04, -0.02, -0.05, -0.03, 0.03, -0.03, 0.09, 0.01, -0.04, 0.04, -0.01, -0.05, -0.02, 0.01, -0.07, 0.04, -0.10, -0.08, -0.05, -0.05, -0.06, -0.06, 0.01, -0.06, -0.06, 0.03, -0.03, 0.01, 0.06, -0.07, 0.02, -0.06, -0.06, 0.04, -0.02, -0.05, -0.01, 0.05, -0.05, -0.02, 0.03, -0.06, 0.01, -0.04, -0.06, 0.01, -0.02, -0.04, 0.02, 0.03, -0.07, -0.01, -0.03, -0.06, -0.02, 0.02, -0.04, 0.05, 0.04, -0.06, 0.06, -0.07, -0.06, -0.06, 0.03, -0.06, -0.03, -0.01, -0.03, 0.04, 0.03, -0.08, -0.09, -0.05, -0.04, 0.09, 0.02, -0.05, 0.03, 0.04]
}

=====

Entry 7:
{
  "formula": "BrH5Si2",
  "method": "ωB97M-V/def2-TZVPD",
  "orbital_gap_ev": [8.00, 8.46],
  "energy_ev": -85874.826,
  "spin_multiplicity": 3,
  "largest_force_ev_per_a": 3.14,
  "homo_ev": [-7.356, -10.314],
  "symbols": ["Si", "Si", "Br", "H", "H", "H", "H", "H"],
  "positions_angstrom": [[2.116, 0.566, 0.030], [-3.860, -0.620, 0.294], [0.987, -1.333, 0.306], [2.681, 1.237, 1.384], [3.239, -0.256, -0.475], [1.432, 1.598, -0.681], [-3.522, 0.465, -0.636], [-3.072, -1.657, -0.224]],
  "forces_ev_per_a": [[1.84, -0.73, 2.43], [-0.32, 1.07, -0.08], [-0.80, 0.17, 0.33], [-0.94, -0.85, -1.45], [0.28, 1.04, -0.58], [-0.40, 0.37, -0.74], [-0.38, 0.71, 0.16], [0.72, -1.78, -0.08]],
  "nbo_charge": [0.76, 0.40, -0.32, -0.15, -0.14, -0.15, -0.19, -0.20]
}

=====

Entry 8:
{
  "formula": "BrH6MnO3",
  "method": "ωB97M-V/def2-TZVPD",
  "orbital_gap_ev": [8.07, 8.91],
  "energy_ev": -107601.766,
  "spin_multiplicity": 7,
  "largest_force_ev_per_a": 1.31,
  "homo_ev": [-8.759, -10.639],
  "symbols": ["Mn", "Br", "O", "H", "H", "O", "H", "H", "O", "H", "H"],
  "positions_angstrom": [[2.121, 2.586, -0.823], [1.045, 0.189, -0.443], [-0.513, -2.522, -1.901], [-0.401, -1.822, -1.257], [0.051, -2.269, -2.631], [1.783, 0.240, 2.921], [1.823, 1.106, 3.327], [1.350, 0.390, 2.080], [-2.588, 1.042, -0.511], [-1.654, 0.859, -0.415], [-3.016, 0.201, -0.348]],
  "forces_ev_per_a": [[-0.50, -1.10, 0.16], [0.45, 1.22, -0.19], [-0.28, -0.36, -0.05], [0.10, 0.19, 0.16], [0.14, 0.08, -0.15], [0.21, -0.06, 0.28], [0.00, 0.16, 0.22], [-0.18, -0.12, -0.42], [-0.20, 0.29, -0.04], [0.40, -0.09, 0.01], [-0.14, -0.21, 0.02]],
  "nbo_charge": [0.84, -0.83, -0.94, 0.47, 0.47, -0.94, 0.46, 0.47, -0.95, 0.47, 0.47]
}

=====

Entry 9:
{
  "formula": "BrH8NSi3",
  "method": "ωB97M-V/def2-TZVPD",
  "orbital_gap_ev": 6.41,
  "energy_ev": -95292.523,
  "largest_force_ev_per_a": 2.67,
  "homo_ev": -8.954,
  "symbols": ["N", "Si", "Si", "Si", "Br", "H", "H", "H", "H", "H", "H", "H", "H"],
  "positions_angstrom": [[0.464, 0.460, -0.490], [1.113, 1.176, 0.892], [0.406, -0.906, -1.595], [-2.461, 1.352, -0.272], [-3.458, -0.659, -0.003], [1.488, 0.200, 2.093], [0.014, 2.162, 1.495], [2.287, 2.153, 0.645], [1.364, -0.896, -2.676], [0.452, -2.216, -1.012], [-0.966, -0.971, -2.170], [-2.472, 2.141, 0.911], [-3.167, 1.967, -1.490]],
  "forces_ev_per_a": [[-1.97, -0.43, -1.00], [-0.29, 0.98, 1.59], [-1.21, 1.50, 1.05], [0.31, -2.16, -1.54], [0.70, 1.16, -0.07], [-0.25, 0.87, -1.23], [0.97, -0.89, -0.38], [-0.58, -0.85, 0.08], [0.55, 0.25, -0.44], [0.40, -0.81, 0.68], [0.07, 0.26, -0.24], [0.31, 0.47, 0.78], [0.99, -0.34, 0.71]],
  "nbo_charge": [-1.58, 1.12, 1.14, 1.11, -0.26, -0.19, -0.24, -0.19, -0.19, -0.21, -0.22, -0.16, -0.13]
}

=====

Entry 10:
{
  "formula": "BrH8O4",
  "method": "ωB97M-V/def2-TZVPD",
  "total_charge": -1,
  "orbital_gap_ev": 8.88,
  "energy_ev": -78362.798,
  "largest_force_ev_per_a": 3.82,
  "homo_ev": -4.987,
  "symbols": ["Br", "O", "H", "H", "O", "H", "H", "O", "H", "H", "O", "H", "H"],
  "positions_angstrom": [[0.922, -16.810, -22.302], [2.747, -15.103, -21.167], [2.043, -15.574, -21.614], [2.565, -15.227, -20.236], [2.509, -15.287, -23.627], [2.218, -15.094, -24.518], [2.031, -16.080, -23.385], [-1.454, -18.226, -22.047], [-0.755, -18.857, -21.877], [-1.003, -17.457, -22.396], [1.488, -19.260, -21.287], [0.674, -19.727, -21.474], [1.358, -18.391, -21.667]],
  "forces_ev_per_a": [[-3.32, -0.30, -0.01], [1.80, 1.55, 1.52], [-0.01, 0.33, 0.17], [-0.07, -0.12, 0.22], [2.12, 2.28, -2.21], [-0.03, 0.10, -0.28], [0.42, -0.24, -0.72], [-2.03, -1.19, 0.21], [-0.04, 0.32, -0.04], [0.22, 0.18, -0.06], [0.63, -2.90, 1.24], [0.14, -0.35, 0.06], [0.18, 0.34, -0.10]],
  "nbo_charge": [-0.60, -0.97, 0.44, 0.44, -0.98, 0.44, 0.42, -0.98, 0.45, 0.48, -0.97, 0.43, 0.42]
}

=====

Entry 11:
{
  "formula": "BrH8O4",
  "method": "ωB97M-V/def2-TZVPD",
  "total_charge": -1,
  "orbital_gap_ev": 8.91,
  "energy_ev": -78365.656,
  "largest_force_ev_per_a": 2.97,
  "homo_ev": -5.175,
  "symbols": ["Br", "O", "H", "H", "O", "H", "H", "O", "H", "H", "O", "H", "H"],
  "positions_angstrom": [[-0.747, -0.836, 1.199], [-0.992, -1.067, -1.947], [-0.847, -0.892, -1.012], [-0.444, -0.400, -2.261], [-1.502, 2.525, 1.603], [-2.056, 1.763, 1.707], [-0.722, 2.271, 2.098], [1.076, 1.146, -0.691], [1.380, 1.931, -0.245], [0.612, 0.669, -0.029], [1.712, -2.610, -0.001], [1.580, -2.204, -0.901], [0.944, -2.298, 0.476]],
  "forces_ev_per_a": [[-0.16, 0.14, 0.61], [-1.08, -1.53, 0.20], [-0.54, -0.50, 1.01], [1.55, 1.98, -1.59], [0.23, 1.04, 0.14], [-0.43, -0.89, -0.18], [0.24, -0.15, -0.01], [0.98, 0.75, -1.57], [0.10, 0.38, 0.11], [-1.05, -1.13, 1.32], [0.64, 0.14, -1.94], [0.15, -0.62, 1.43], [-0.62, 0.37, 0.46]],
  "nbo_charge": [-0.90, -0.98, 0.48, 0.45, -0.95, 0.48, 0.47, -0.98, 0.46, 0.49, -0.98, 0.47, 0.49]
}

=====

Entry 12:
{
  "formula": "BrHN2O2",
  "method": "ωB97M-V/def2-TZVPD",
  "orbital_gap_ev": [6.30, 6.31],
  "energy_ev": -77126.847,
  "largest_force_ev_per_a": 5.71,
  "homo_ev": [-10.077, -10.085],
  "symbols": ["N", "N", "O", "O", "Br", "H"],
  "positions_angstrom": [[0.539, 0.900, 0.250], [0.056, -0.245, 0.480], [1.531, 1.344, 0.746], [-1.057, -0.576, 0.055], [-1.681, -0.373, -2.316], [0.613, -1.050, 0.786]],
  "forces_ev_per_a": [[-0.60, 5.21, -2.26], [1.53, -4.20, 1.53], [0.58, -1.41, 0.83], [-3.01, 0.40, -1.97], [0.85, -0.26, 1.73], [0.65, 0.26, 0.13]],
  "nbo_charge": [0.22, 0.00, -0.28, -0.23, -0.07, 0.36]
}